(1)
Molecular formula: C42H45GeN8PPd
Method: DFT, ωB97M-V with the def2-TZVPD basis set

Output
- lowest unoccupied orbital energy (spin up / spin down) (eV) = -3.64 / -3.43
- multiplicity = 2
- E_HOMO (spin up / spin down) (hartree) = -0.360 / -0.360
- total energy (Eh) = -4611.471343
- net charge = +1
- <S²> = 0.7590
- HOMO-LUMO gap (spin up / spin down) (eV) = 6.150 / 6.367

Last column: Mulliken charge in e.
Cartesian coordinates (Å):
1 Pd -0.040000 -0.215400 0.242900  -0.47
2 C 5.268100 2.091700 -0.250600  -1.03
3 N 4.333600 1.066500 0.171600  0.04
4 C 4.916400 -0.257100 0.265900  -0.88
5 C 2.981900 1.158800 -0.053300  0.42
6 N 2.228900 0.178900 -0.396900  -0.27
7 N 2.446200 2.412000 0.179700  -0.10
8 C 1.150900 2.831600 -0.025100  0.51
9 N 0.977500 4.183400 0.096100  -0.49
10 N 0.212800 2.030100 -0.358600  -0.21
11 H 6.208900 1.946100 0.278500  0.34
12 H 4.912900 3.094100 -0.026500  0.31
13 H 5.460000 2.026700 -1.327300  0.33
14 H 5.860900 -0.177400 0.801200  0.36
15 H 5.112300 -0.706500 -0.713100  0.38
16 H 4.263400 -0.905900 0.846100  0.13
17 H 2.742700 -0.665300 -0.639900  0.08
18 H 3.080600 3.109200 0.536800  0.22
19 H 1.687700 4.758800 0.512500  0.18
20 H 0.036400 4.534800 0.176600  0.23
21 H -0.671300 2.504700 -0.523400  0.05
22 N -4.462000 -0.620700 -0.166800  0.09
23 C -4.451500 0.737100 -0.272000  -0.83
24 C -3.138000 1.098300 -0.318700  -0.42
25 N -2.358000 -0.015800 -0.241700  0.54
26 C -3.182400 -1.034300 -0.151500  -1.06
27 H -5.279900 -1.204800 -0.103300  0.24
28 H -5.343300 1.325300 -0.313600  0.42
29 H -2.721900 2.080000 -0.433000  0.33
30 H -2.895700 -2.066600 -0.093800  0.81
31 C 0.538200 2.004500 3.579700  -1.46
32 Ge 0.012100 0.277400 2.659600  3.71
33 C -1.793800 -0.208500 3.358300  0.00
34 C -2.369900 -1.324300 2.763300  0.18
35 C -3.624500 -1.769400 3.132700  -0.75
36 C -4.319400 -1.103000 4.129300  -0.81
37 C -3.754800 0.006300 4.736200  -0.85
38 C -2.511200 0.465100 4.337000  -0.70
39 C 1.318600 -1.094700 3.363900  -1.03
40 C 2.096100 -1.716000 2.419200  -0.19
41 C 3.134900 -2.588300 2.767300  -0.83
42 C 3.408300 -2.833000 4.082000  -1.12
43 C 2.615900 -2.250600 5.092200  0.94
44 C 2.867600 -2.502400 6.457800  -1.01
45 C 2.085800 -1.941500 7.428200  -0.60
46 C 1.008500 -1.114600 7.073300  -1.18
47 C 0.743300 -0.847700 5.759200  -0.60
48 C 1.544600 -1.385200 4.731800  1.30
49 H 0.495800 1.891600 4.657900  0.49
50 H -0.127200 2.812600 3.291800  0.41
51 H 1.554300 2.283300 3.316700  0.36
52 H -1.794500 -1.843500 2.002800  -0.30
53 H -4.065400 -2.629700 2.645300  0.59
54 H -5.292900 -1.455600 4.437700  0.41
55 H -4.290200 0.509300 5.528700  0.43
56 H -2.092800 1.349400 4.799100  0.46
57 H 1.883200 -1.532400 1.368000  0.90
58 H 3.722300 -3.061500 1.992100  0.68
59 H 4.225000 -3.479400 4.371100  0.41
60 H 3.695100 -3.148100 6.719300  0.44
61 H 2.290200 -2.136900 8.470800  0.41
62 H 0.391600 -0.689300 7.851000  0.44
63 H -0.103100 -0.236200 5.480400  0.27
64 N -0.105300 -2.272700 -0.010400  -0.34
65 P -0.028100 -3.824900 0.002700  1.23
66 C 0.372100 -4.572500 1.624300  0.54
67 C 1.590800 -5.205200 1.832800  -0.54
68 C 1.923900 -5.673000 3.091700  -0.78
69 C 1.057900 -5.487100 4.155500  -0.72
70 C -0.152100 -4.839500 3.954300  -0.99
71 C -0.498500 -4.388200 2.693800  -0.09
72 C -1.619600 -4.528800 -0.556600  0.31
73 C -2.117900 -3.934400 -1.711800  -0.82
74 C -3.360200 -4.294100 -2.196800  -0.57
75 C -4.110200 -5.243800 -1.519100  -0.58
76 C -3.608700 -5.846000 -0.376200  -0.73
77 C -2.360500 -5.492200 0.111800  -0.24
78 C 1.219900 -4.496700 -1.148700  -0.24
79 C 1.215800 -5.813000 -1.590900  -0.32
80 C 2.208900 -6.238300 -2.456000  -0.68
81 C 3.202800 -5.361600 -2.865700  -0.56
82 C 3.203400 -4.048200 -2.423500  -0.42
83 C 2.204200 -3.616300 -1.572700  -0.46
84 H 2.273400 -5.347300 1.005000  0.39
85 H 2.865400 -6.181700 3.240000  0.46
86 H 1.318900 -5.857300 5.135700  0.42
87 H -0.832800 -4.690800 4.778300  0.47
88 H -1.451000 -3.900500 2.539700  0.32
89 H -1.517500 -3.182900 -2.208300  0.44
90 H -3.741100 -3.834800 -3.097000  0.48
91 H -5.087200 -5.519600 -1.886400  0.43
92 H -4.189800 -6.595900 0.140600  0.47
93 H -1.962500 -5.967600 0.997300  0.48
94 H 0.444100 -6.494600 -1.259500  0.44
95 H 2.207900 -7.257200 -2.813900  0.41
96 H 3.977800 -5.702200 -3.535400  0.41
97 H 3.975200 -3.363700 -2.745800  0.43
98 H 2.146100 -2.590300 -1.231400  0.31

Cartesian forces, eV/Å:
Pd 0.17 0.04 -1.07
C 0.04 0.14 -0.21
N -0.18 0.09 0.21
C -0.03 -0.18 0.03
C 0.29 -0.72 -0.18
N -0.35 -0.34 0.29
N -0.03 0.55 0.26
C 0.08 0.40 -0.09
N 0.02 -0.05 0.01
N -0.90 -1.10 0.49
H -0.07 0.06 0.00
H 0.06 0.06 -0.01
H 0.06 0.07 0.03
H 0.00 0.00 -0.03
H -0.01 -0.02 -0.05
H 0.01 -0.02 -0.02
H -0.02 0.29 0.15
H -0.07 -0.20 0.03
H 0.05 0.03 -0.04
H 0.13 -0.08 0.01
H 0.26 0.00 0.03
N 0.08 -0.14 -0.05
C 0.09 0.63 -0.04
C -0.44 0.14 0.00
N 0.58 -0.47 0.29
C 0.13 -0.27 -0.10
H 0.11 -0.01 -0.02
H -0.21 0.09 -0.01
H -0.06 0.16 0.06
H 0.14 -0.13 0.05
C -0.16 -0.26 -1.19
Ge 0.06 -0.75 1.92
C 0.37 0.08 -0.90
C 0.28 -0.17 -0.06
C -0.10 -0.07 0.04
C -0.03 -0.09 0.00
C -0.14 0.02 0.16
C 0.28 0.25 0.00
C -0.22 0.38 -1.17
C -0.24 0.30 -0.24
C 0.36 -0.14 0.30
C 0.04 0.08 -0.23
C -0.18 0.23 -0.05
C -0.08 0.02 0.15
C 0.23 -0.18 0.00
C -0.19 0.15 -0.08
C -0.04 0.06 0.20
C 0.13 -0.02 0.15
H -0.09 -0.34 0.10
H -0.11 0.15 -0.03
H 0.15 -0.01 -0.06
H -0.13 -0.04 -0.06
H 0.01 -0.10 0.00
H -0.08 0.01 0.03
H -0.02 0.09 0.02
H -0.01 0.09 0.10
H 0.14 -0.20 0.25
H 0.04 -0.06 -0.06
H 0.06 -0.10 0.01
H 0.04 -0.05 0.04
H 0.01 -0.02 0.06
H -0.09 0.03 0.04
H -0.05 0.05 0.11
N 0.04 1.14 0.16
P -0.09 0.69 0.60
C -0.06 0.06 -0.55
C -0.12 -0.17 -0.13
C 0.03 -0.12 0.08
C 0.03 -0.06 -0.07
C -0.09 0.03 0.04
C 0.03 -0.05 -0.01
C 0.53 0.10 0.16
C 0.00 -0.08 -0.09
C 0.01 0.06 -0.05
C -0.10 -0.08 0.04
C -0.16 -0.07 0.05
C 0.13 0.01 -0.08
C -0.34 0.31 0.26
C 0.02 0.12 0.02
C 0.01 -0.14 -0.03
C 0.06 0.00 -0.02
C 0.10 -0.03 -0.06
C -0.06 0.03 0.06
H 0.04 -0.01 0.01
H 0.08 -0.03 0.04
H 0.02 0.01 0.10
H -0.06 0.01 0.12
H -0.03 0.04 0.03
H -0.04 0.07 -0.06
H -0.06 0.02 -0.08
H -0.09 -0.06 -0.05
H -0.07 -0.05 0.02
H -0.01 -0.03 0.07
H -0.06 -0.07 -0.01
H 0.02 -0.08 -0.03
H 0.06 -0.05 -0.07
H 0.06 0.02 -0.07
H -0.02 0.01 0.00

=====

(2)
Molecular formula: C42H45MnN2OP2
Method: DFT, ωB97M-V with the def2-TZVPD basis set

Output
- lowest unoccupied orbital energy (spin up / spin down) (eV) = 0.34 / -0.24
- multiplicity = 5
- E_HOMO (spin up / spin down) (hartree) = -0.246 / -0.227
- total energy (Eh) = -3645.850850
- <S²> = 6.1014
- HOMO-LUMO gap (spin up / spin down) (eV) = 7.044 / 5.933

Last column: Mulliken charge in e.
Cartesian coordinates (Å):
1 Mn -0.486507 -0.607967 0.129935  0.57
2 C -2.009767 2.046393 -0.643123  -1.10
3 P -0.687383 1.082395 -1.518803  1.52
4 C 0.448424 2.435504 -1.957298  0.60
5 C 1.268195 2.893629 -0.931043  0.68
6 C 2.137037 3.954130 -1.142551  -0.85
7 C 2.192836 4.561155 -2.389419  -0.77
8 C 1.367807 4.117796 -3.415879  -0.73
9 C 0.490018 3.064841 -3.198455  -0.88
10 C -1.355829 0.503350 -3.116131  0.56
11 C -0.484084 -0.032202 -4.066320  -0.28
12 C -0.973087 -0.645583 -5.209647  -0.87
13 C -2.344034 -0.738911 -5.423536  -0.60
14 C -3.219532 -0.201534 -4.491614  -0.70
15 C -2.725987 0.415231 -3.347179  -0.67
16 C -1.408991 2.185421 0.730380  0.11
17 C -1.163292 3.255994 1.568346  -1.23
18 C -0.304854 2.767296 2.597068  -1.09
19 C -0.077771 1.429641 2.317465  -0.31
20 C 0.853661 0.398885 2.898131  -1.04
21 P 1.618712 -0.508392 1.471053  2.11
22 C 3.232990 0.366371 1.279700  0.30
23 C 3.364201 1.715723 1.608684  -0.72
24 C 4.549111 2.396779 1.357395  -0.51
25 C 5.620645 1.741386 0.768177  -0.69
26 C 5.507023 0.394475 0.450154  -0.61
27 C 4.326174 -0.284114 0.710061  -0.74
28 C 2.199187 -2.091565 2.173730  0.06
29 C 1.876845 -3.273602 1.516779  0.02
30 C 2.322785 -4.497906 2.000681  -0.62
31 C 3.092113 -4.547500 3.152621  -0.50
32 C 3.417744 -3.372570 3.821061  -0.75
33 C 2.977211 -2.154737 3.329207  -0.36
34 N -0.758807 1.081298 1.197864  0.37
35 H -2.942181 1.474554 -0.631839  0.51
36 H -2.192339 3.007502 -1.125087  0.38
37 H 1.214388 2.417179 0.040336  -0.50
38 H 2.770349 4.297081 -0.335398  0.43
39 H 2.875667 5.383606 -2.561952  0.41
40 H 1.406029 4.593962 -4.387228  0.44
41 H -0.149482 2.726013 -4.004954  0.44
42 H 0.588207 0.022035 -3.905347  0.43
43 H -0.280766 -1.051709 -5.936308  0.46
44 H -2.724766 -1.213060 -6.319081  0.39
45 H -4.288517 -0.248321 -4.659273  0.45
46 H -3.420748 0.842664 -2.636566  0.44
47 H -1.524346 4.265503 1.448284  0.45
48 H 0.105334 3.329745 3.422268  0.49
49 H 0.327040 -0.337944 3.507335  0.49
50 H 1.628593 0.855886 3.515503  0.80
51 H 2.536641 2.249723 2.062569  0.09
52 H 4.633050 3.442514 1.627169  0.49
53 H 6.542394 2.272241 0.567169  0.40
54 H 6.338047 -0.131045 -0.002705  0.43
55 H 4.255677 -1.337605 0.460851  0.41
56 H 1.252552 -3.232995 0.630165  0.26
57 H 2.063692 -5.411956 1.481667  0.42
58 H 3.439109 -5.499588 3.533625  0.37
59 H 4.017414 -3.407351 4.721382  0.42
60 H 3.249719 -1.240818 3.845359  0.33
61 C 2.770828 -0.265037 -2.231087  -1.32
62 C 3.681142 -0.224167 -3.305062  1.32
63 C 4.009943 -1.379560 -4.049440  -0.53
64 C 4.904001 -1.314290 -5.099421  -0.56
65 C 5.498128 -0.101091 -5.443131  -0.45
66 C 5.186147 1.051099 -4.722734  -0.62
67 C 4.294316 0.996262 -3.671106  -0.42
68 H 2.552912 0.629873 -1.670847  0.24
69 H 2.284958 -1.182859 -1.924726  0.19
70 H 3.550998 -2.323658 -3.779584  0.40
71 H 5.146494 -2.211036 -5.655495  0.39
72 H 6.199544 -0.054342 -6.265684  0.39
73 H 5.645804 1.995203 -4.986393  0.41
74 H 4.047003 1.889592 -3.107985  0.40
75 C -3.928139 -3.906205 -2.012686  -1.13
76 N -3.034930 -2.888573 -1.487642  0.41
77 C -3.677813 -1.917676 -0.614640  -0.86
78 C -1.716099 -2.869572 -1.719255  0.69
79 C -1.102617 -3.893981 -2.637939  -2.18
80 O -0.966935 -2.019374 -1.220376  0.57
81 H -4.342184 -4.497536 -1.193404  0.31
82 H -3.415011 -4.569709 -2.697531  0.44
83 H -4.752830 -3.428537 -2.544878  0.31
84 H -4.466269 -1.406470 -1.169427  0.38
85 H -2.955598 -1.197421 -0.246085  -0.15
86 H -4.117059 -2.427476 0.244408  0.44
87 H -1.169543 -4.896483 -2.213190  0.45
88 H -0.058106 -3.627351 -2.764535  0.26
89 H -1.589338 -3.901329 -3.612897  0.52
90 C -1.187727 -1.821750 1.662846  -1.81
91 H -0.504852 -2.069986 2.478845  0.51
92 H -1.535536 -2.782789 1.260108  0.33
93 H -2.048982 -1.311991 2.110536  0.27

Cartesian forces, eV/Å:
Mn -0.21 -0.20 0.40
C 0.02 0.08 0.07
P -0.09 0.04 -0.36
C -0.05 0.04 -0.01
C 0.09 0.05 0.08
C -0.05 -0.05 -0.05
C 0.00 0.02 -0.02
C 0.02 -0.01 0.05
C 0.05 -0.06 -0.07
C -0.08 0.05 0.03
C 0.05 -0.07 0.01
C -0.01 0.02 0.01
C 0.01 0.03 0.03
C 0.05 0.00 0.00
C -0.03 0.03 -0.04
C -0.02 0.03 -0.01
C 0.07 -0.08 0.06
C -0.04 -0.01 -0.12
C 0.13 0.00 0.06
C -0.02 0.13 0.04
P 0.30 0.01 -0.12
C -0.13 0.08 0.14
C 0.01 0.03 0.00
C 0.00 -0.06 -0.02
C -0.01 -0.01 0.02
C -0.04 0.01 0.02
C -0.01 -0.10 -0.12
C 0.08 -0.01 0.06
C -0.03 -0.06 -0.01
C 0.00 0.05 -0.01
C 0.02 0.01 0.03
C -0.03 -0.03 -0.06
C 0.01 0.06 0.03
N -0.14 0.07 -0.08
H 0.00 -0.02 0.02
H -0.01 0.00 0.01
H 0.05 -0.02 0.05
H 0.02 0.01 0.01
H 0.00 0.00 0.00
H 0.00 0.00 -0.01
H 0.00 0.01 0.02
H -0.01 0.00 0.02
H 0.01 0.00 -0.01
H 0.00 -0.01 0.00
H 0.00 0.00 0.01
H -0.03 -0.01 0.02
H 0.00 0.01 0.00
H -0.01 0.00 0.01
H -0.01 -0.02 -0.02
H -0.05 -0.01 0.04
H -0.01 0.00 -0.05
H 0.00 0.00 0.00
H 0.00 0.00 0.00
H 0.01 0.00 0.00
H -0.02 0.01 0.00
H 0.00 0.01 0.01
H 0.00 0.00 -0.01
H 0.00 0.00 0.00
H 0.00 0.00 0.00
H -0.01 0.01 -0.02
C 0.14 -0.07 -0.17
C -0.26 0.00 0.26
C 0.06 -0.05 -0.11
C -0.04 0.01 0.07
C 0.01 0.00 -0.02
C -0.05 -0.01 0.07
C 0.08 0.08 -0.08
H -0.03 0.05 0.08
H 0.03 -0.02 -0.03
H 0.00 0.00 0.00
H 0.01 0.00 -0.01
H 0.00 0.00 0.00
H 0.01 0.00 -0.01
H 0.00 0.00 -0.01
C 0.00 0.07 0.01
N 0.02 -0.10 0.02
C -0.01 -0.04 -0.02
C 0.05 0.23 0.02
C -0.04 -0.03 -0.05
O 0.19 -0.15 -0.16
H -0.01 0.00 0.00
H 0.00 -0.02 0.00
H 0.00 0.00 0.00
H -0.01 0.03 0.00
H 0.01 0.01 -0.02
H 0.00 0.01 0.01
H -0.01 0.01 0.02
H 0.00 -0.01 0.01
H 0.01 0.02 -0.01
C 0.10 -0.03 -0.05
H -0.06 -0.02 0.04
H -0.02 -0.01 -0.01
H -0.03 -0.02 -0.01

=====

Among the records above, which one has the lowest total energy?
C42H45GeN8PPd

=====

What is the formula in the first record?
C42H45GeN8PPd

=====

Among the records above, which one has the lowest multiplicity?
C42H45GeN8PPd